(1)
A single C6H8O2 molecule in a non-equilibrium geometry, computed with ωB97M-V/def2-TZVPD.

The orbital gap is 6.639 eV. The calculation puts the highest occupied orbital energy at -6.63 eV. The multiplicity is 1. The energy above the lowest of the compared OMol25 structures with the same formula, charge and spin comes out at 663.2 kJ/mol.

Geometry as XYZ:
```
16
C6H8O2 (ωB97M-V/def2-TZVPD)
O 0.244 -1.644 1.350
O -3.292 -0.988 -0.736
C -1.033 -0.047 -0.202
C 1.607 -0.734 -0.452
C 0.319 2.023 0.428
C 0.359 -0.623 0.386
C -2.273 -0.628 -0.091
C -0.257 0.663 0.614
H 0.591 -2.491 1.017
H 1.590 -0.063 -1.314
H 1.736 -1.754 -0.829
H 2.486 -0.494 0.159
H 0.524 2.246 -0.625
H -3.482 -0.364 -1.472
H -0.384 2.772 0.799
H 1.265 2.125 0.967
```


(2)
7 unconnected molecules or ions with the total composition C4H21NO7S in a non-equilibrium geometry, computed with ωB97M-V/def2-TZVPD.

The orbital gap (spin up / spin down) is 9.298 / 3.757 eV. The calculation puts the highest occupied orbital energy (spin up / spin down) at -12.88 / -12.88 eV. The multiplicity is 2. The charge is +1.

Geometry as XYZ:
```
34
C4H21NO7S (ωB97M-V/def2-TZVPD)
S -1.689 -1.337 -3.463
O 0.363 0.600 3.927
O 2.999 0.042 -2.261
O 1.825 2.131 1.637
O -0.816 1.797 1.695
O 1.400 3.688 -0.549
O -2.160 -0.568 2.280
O -2.298 -3.139 1.350
N 1.521 -1.538 -1.588
C 2.822 -1.100 -1.939
C -0.167 -0.483 -3.132
C 0.481 -0.512 -1.748
C -0.516 -0.602 -0.634
H 0.438 0.954 3.026
H -1.281 -1.437 -0.601
H -1.122 2.431 2.350
H 1.157 2.758 -0.473
H 2.009 3.697 -1.297
H -1.033 0.309 -0.416
H -1.857 -0.632 3.199
H -2.767 -2.393 1.766
H 0.552 -0.786 -3.911
H 0.887 2.037 1.933
H -1.593 -1.184 1.781
H -2.527 -0.986 -2.513
H -3.072 -3.372 0.813
H 1.004 0.447 -1.658
H 3.467 -1.966 -1.832
H 1.238 -2.498 -1.714
H -0.006 -0.774 0.313
H -1.452 1.072 1.592
H -0.487 0.538 -3.467
H 0.756 -0.275 3.723
H 1.925 3.081 1.811
```


(3)
3 unconnected molecules or ions with the total composition C12H25BBrClNO12P2 in a non-equilibrium geometry, computed with ωB97M-V/def2-TZVPD.

The orbital gap is 6.235 eV. The calculation puts the highest occupied orbital energy at -4.21 eV. The multiplicity is 1. The charge is -1.

Geometry as XYZ:
```
55
C12H25BBrClNO12P2 (ωB97M-V/def2-TZVPD)
Br 7.838 3.112 1.470
Cl 1.669 5.192 2.411
P 3.494 4.136 2.783
P 3.537 2.356 1.445
O 4.973 4.545 0.055
O 2.960 3.678 -1.150
O -6.496 -5.985 -4.190
O 6.640 0.716 0.663
O -8.036 -4.483 -3.868
O 3.409 3.692 4.440
O -2.249 -1.174 -0.470
O -6.103 -4.330 -2.684
O -2.679 -0.082 1.475
O 1.257 2.017 3.099
O 0.805 1.986 0.859
O -3.646 -1.999 1.127
N 3.572 1.106 0.255
C -2.800 -1.090 0.602
C 6.419 1.682 1.410
C 3.517 -0.302 0.591
C -1.801 0.971 1.048
C 3.052 4.937 -1.873
C -8.497 -3.307 -3.206
C 3.167 -0.833 2.044
C -3.870 -3.136 0.298
C 5.112 1.852 2.360
C -6.806 -4.877 -3.497
C 1.715 2.114 1.917
C -5.206 -6.518 -3.894
B 3.823 3.640 -0.011
H 4.522 -0.799 0.281
H 4.012 -1.551 2.381
H 3.080 -0.061 2.878
H 2.229 -1.505 1.994
H -9.496 -3.083 -3.582
H 2.755 -0.809 -0.127
H -4.322 -2.839 -0.650
H 5.045 0.933 3.032
H 2.685 5.834 -1.269
H -1.781 1.728 1.831
H -4.564 -3.798 0.818
H 2.344 4.817 -2.779
H 4.661 5.413 0.408
H 3.450 4.506 5.001
H -5.141 -6.810 -2.844
H -7.846 -2.458 -3.428
H -0.787 0.596 0.910
H -2.172 1.432 0.130
H -4.425 -5.796 -4.144
H -2.937 -3.678 0.128
H 4.014 1.314 -0.646
H 5.423 2.713 3.073
H 4.108 5.164 -2.270
H -5.064 -7.407 -4.509
H -8.562 -3.472 -2.128
```


(4)
13 unconnected molecules or ions with the total composition C4H31NO15 in a non-equilibrium geometry, computed with ωB97M-V/def2-TZVPD.

The orbital gap is 10.147 eV. The calculation puts the highest occupied orbital energy at -10.27 eV. The multiplicity is 1. The energy above the lowest of the compared OMol25 structures with the same formula, charge and spin comes out at 420.5 kJ/mol.

Geometry as XYZ:
```
51
C4H31NO15 (ωB97M-V/def2-TZVPD)
O -0.911 3.930 -1.595
O 3.109 0.263 -0.804
O -1.234 -2.488 -1.268
O -2.445 -0.368 -2.188
O 2.733 -2.935 2.397
O -0.341 1.026 0.348
O 1.594 -0.553 -3.825
O 1.934 0.475 2.770
O -0.769 -3.182 2.001
O 2.547 -2.185 -1.474
O -2.506 2.802 0.451
O -1.390 3.841 2.816
O 2.710 3.362 -1.038
O -2.993 -4.084 0.080
O -0.189 1.263 -2.914
N 0.398 -1.391 1.329
C 0.113 -2.735 1.301
C -1.041 0.602 1.470
C 0.828 0.170 3.123
C -0.228 -0.481 2.288
H -0.888 -1.095 2.898
H 1.154 -0.982 0.801
H 2.837 -3.352 1.534
H 3.080 0.803 -0.006
H 1.957 3.561 -1.606
H 1.831 0.142 -3.202
H -0.941 3.035 3.079
H -2.202 -1.079 -1.554
H 2.610 -1.822 -0.600
H -2.350 -4.122 0.811
H 2.984 -1.738 -2.196
H -1.770 -3.264 -1.026
H -2.584 3.385 1.230
H -1.959 0.146 1.089
H -1.272 3.207 -2.112
H 0.596 -3.219 0.445
H -1.069 3.786 -0.662
H 3.369 0.871 -1.503
H 1.239 -1.269 -3.290
H -0.158 0.866 -3.798
H 2.537 -2.020 2.165
H -1.190 1.400 2.176
H -0.860 4.248 2.124
H 0.096 0.291 -0.088
H 0.359 0.558 4.060
H 2.432 3.635 -0.159
H -0.819 -2.497 -2.130
H -0.584 0.464 -2.530
H -3.630 -3.477 0.479
H -3.371 -0.140 -2.101
H -3.351 2.347 0.403
```


(5)
A molecular structure, I2Mn in a non-equilibrium geometry, computed with ωB97M-V/def2-TZVPD.

The orbital gap (spin up / spin down) is 7.023 / 6.923 eV. The calculation puts the highest occupied orbital energy (spin up / spin down) at -9.22 / -9.29 eV. The multiplicity is 6. The energy above the lowest of the compared OMol25 structures with the same formula, charge and spin comes out at 70.9 kJ/mol.

Geometry as XYZ:
```
3
I2Mn (ωB97M-V/def2-TZVPD)
I 0.942 2.240 0.262
I -0.149 -2.401 0.339
Mn -0.794 0.162 -0.601
```


(6)
A molecular structure, C25H33CoN6O2SSi, computed with ωB97M-V/def2-TZVPD.

The orbital gap is 6.708 eV. The calculation puts the highest occupied orbital energy at -12.92 eV. The multiplicity is 1. The energy above the lowest of the compared OMol25 structures with the same formula, charge and spin comes out at 0.0 kJ/mol. The charge is +2.

Geometry as XYZ:
```
69
C25H33CoN6O2SSi (ωB97M-V/def2-TZVPD)
Co 0.197 0.276 -0.585
S 1.803 0.454 -2.158
Si 5.069 2.243 -1.949
O 0.231 -1.550 -0.066
O 0.935 -4.059 -0.166
N -1.243 -0.409 -1.943
N -0.390 2.197 -0.711
N -2.379 -1.153 -4.522
N -0.855 0.353 0.984
N 1.767 0.877 0.298
N -0.966 -0.764 1.730
C 0.268 -5.430 1.608
C -1.361 1.479 1.328
C -1.064 2.572 0.406
C 4.353 2.009 -3.655
C -0.848 -3.276 2.968
C -0.740 -1.561 -2.724
C 4.105 2.156 0.729
C 3.802 1.797 -0.586
C -2.937 -0.003 -3.730
C 2.592 1.126 -0.733
C 0.316 -4.164 1.033
C 5.482 4.042 -1.674
C -0.338 4.475 -1.409
C -1.399 3.892 0.652
C -0.870 -4.523 3.539
C -0.321 -1.746 1.109
C -0.317 -5.603 2.844
C -0.267 -3.069 1.701
C -0.031 3.138 -1.589
C -1.029 4.859 -0.271
C -1.847 0.584 -2.847
C 2.072 1.229 1.550
C 3.263 1.871 1.801
C 6.547 1.150 -1.673
C -1.804 -2.196 -3.598
H -3.334 0.734 -4.424
H 1.369 0.964 2.329
H -3.101 -1.560 -5.121
H 5.035 2.674 0.935
H -2.274 1.400 -2.270
H -1.642 -0.814 -5.145
H 3.531 2.136 2.814
H -1.311 -4.670 4.514
H -1.951 -0.748 -1.291
H 6.002 4.210 -0.729
H -2.639 -2.588 -3.016
H 1.043 -3.112 -0.355
H 4.587 4.668 -1.681
H 3.391 2.510 -3.778
H -0.360 -2.316 -2.042
H 5.047 2.450 -4.374
H -0.337 -6.591 3.285
H -1.280 -2.428 3.480
H -1.935 1.593 2.241
H 0.100 -1.218 -3.332
H 7.319 1.359 -2.416
H -1.040 1.000 -3.458
H 6.990 1.316 -0.688
H 0.536 2.795 -2.444
H -1.931 4.150 1.557
H 6.141 4.397 -2.469
H -0.025 5.198 -2.148
H 6.287 0.093 -1.751
H 4.229 0.958 -3.916
H -1.273 5.899 -0.099
H -1.390 -2.999 -4.204
H 0.716 -6.256 1.074
H -3.759 -0.410 -3.140
```


(7)
A molecular structure, C33H26N9O4OsS3, computed with ωB97M-V/def2-TZVPD.

The orbital gap (spin up / spin down) is 7.105 / 5.552 eV. The calculation puts the highest occupied orbital energy (spin up / spin down) at -10.10 / -10.56 eV. The multiplicity is 5. The charge is +1.

Geometry as XYZ:
```
76
C33H26N9O4OsS3 (ωB97M-V/def2-TZVPD)
Os -0.283 -0.754 -0.619
S -2.196 1.004 -8.041
S -0.819 1.754 4.155
S -1.945 -1.362 4.307
O -0.579 -4.710 -1.602
O 3.288 1.136 -0.123
O -1.644 1.198 5.194
O -1.156 3.012 3.567
N 1.655 -0.467 -0.538
N -2.149 3.321 -6.819
N -0.261 1.306 -0.077
N -2.228 -1.627 -0.965
N -0.773 0.696 2.859
N 0.243 -2.589 -1.113
N -0.813 0.439 -2.912
N -1.023 -1.355 1.843
N 4.844 1.520 5.664
C 1.235 0.934 5.716
C -0.711 -3.531 -1.353
C -1.358 -0.338 -3.853
C 1.003 1.760 0.026
C 2.567 0.867 6.056
C -1.949 -2.778 3.403
C 2.137 0.773 -0.221
C -3.218 -3.745 -1.442
C -0.978 2.272 -4.431
C -2.114 -2.939 -1.257
C -4.600 -1.840 -1.012
C 1.284 3.072 0.343
C 3.113 2.359 4.226
C -1.272 2.151 0.154
C -4.481 -3.190 -1.314
C -0.618 1.721 -3.213
C 3.529 1.574 5.317
C 0.841 1.718 4.634
C 3.685 -4.024 -1.470
C 1.662 -2.783 -1.148
C -1.980 1.992 -6.748
C 0.232 3.945 0.574
C 2.423 -1.636 -0.838
C -1.568 1.467 -5.401
C 2.296 -3.973 -1.465
C -1.070 3.475 0.480
C -1.184 -0.515 2.915
C -3.450 -1.093 -0.852
C 1.783 2.431 3.890
C 3.807 -1.699 -0.847
C 4.431 -2.900 -1.166
C -1.746 0.126 -5.094
C -1.420 -2.582 2.129
H -2.175 -0.544 -5.825
H 2.322 3.370 0.407
H 2.882 0.273 6.906
H -3.492 -0.033 -0.642
H -2.269 1.738 0.087
H -0.749 3.314 -4.607
H -2.322 -3.708 3.804
H -0.137 2.339 -2.463
H 5.512 -2.947 -1.175
H 5.542 1.946 5.083
H -5.364 -3.800 -1.451
H -1.484 -1.385 -3.601
H 3.850 2.912 3.657
H 1.709 -4.845 -1.705
H -5.566 -1.367 -0.909
H 4.180 -4.953 -1.720
H 0.491 0.400 6.292
H 0.422 4.977 0.838
H -1.310 -3.365 1.390
H -3.054 -4.788 -1.679
H 5.156 0.897 6.385
H 1.453 3.043 3.060
H -2.423 3.715 -7.704
H -1.917 4.114 0.685
H 4.383 -0.818 -0.611
H -2.112 3.922 -6.017
```


(8)
A molecular structure, C19H14BN10O7W in a non-equilibrium geometry, computed with ωB97M-V/def2-TZVPD.

The orbital gap is 5.291 eV. The calculation puts the highest occupied orbital energy at -20.96 eV. The multiplicity is 2. The energy above the lowest of the compared OMol25 structures with the same formula, charge and spin comes out at 0.0 kJ/mol. The charge is +4.

Geometry as XYZ:
```
52
C19H14BN10O7W (ωB97M-V/def2-TZVPD)
W 0.650 -0.113 -0.312
O 6.964 0.926 -3.669
O 1.969 -1.326 -0.851
O 2.367 0.823 0.287
O 5.794 0.339 -5.399
O 4.456 0.979 0.815
O 0.619 0.244 -2.102
O 0.465 -0.938 -4.203
N 3.672 0.511 0.094
N -0.659 1.449 -0.164
N -3.450 0.067 2.106
N -0.859 -0.177 2.402
N 5.994 0.494 -4.228
N -1.985 -1.245 0.483
N -3.546 0.247 3.524
N 0.353 -0.275 1.746
N -0.914 -1.389 -0.370
N -1.789 1.314 0.632
C 1.224 -0.678 -3.388
C -0.768 2.639 -0.828
C -1.078 -2.571 -1.044
C 1.315 -0.354 2.728
C -0.635 -0.184 3.718
C 0.735 -0.312 3.960
C 3.683 -0.334 -3.902
C -2.530 2.409 0.455
C 2.907 -0.840 -1.701
C 2.653 -0.768 -3.056
C -2.225 -3.182 -0.619
C 3.973 -0.131 -1.158
C -4.641 0.037 1.570
C -4.805 0.308 3.813
C 4.874 0.076 -3.325
C -5.609 0.183 2.632
C 5.018 0.310 -1.967
C -2.765 -2.318 0.335
C -1.912 3.280 -0.445
B -2.052 -0.003 1.445
H 0.002 2.953 -1.516
H -1.448 -0.098 4.417
H -0.351 -2.903 -1.769
H -2.631 -4.125 -0.950
H -4.830 -0.077 0.509
H -3.669 -2.440 0.912
H 3.571 -0.265 -4.981
H 5.880 0.863 -1.601
H -5.138 0.443 4.834
H 2.356 -0.461 2.476
H -2.270 4.245 -0.767
H -3.471 2.542 0.968
H -6.687 0.194 2.530
H 1.221 -0.369 4.921
```


(9)
A single C16H26O5 molecule in a non-equilibrium geometry, computed with ωB97M-V/def2-TZVPD.

The orbital gap is 9.722 eV. The calculation puts the highest occupied orbital energy at -9.14 eV. The multiplicity is 1. The energy above the lowest of the compared OMol25 structures with the same formula, charge and spin comes out at 385.3 kJ/mol.

Geometry as XYZ:
```
47
C16H26O5 (ωB97M-V/def2-TZVPD)
O 1.829 3.717 -0.549
O -1.035 0.239 0.565
O -0.653 3.612 2.899
O -0.029 -2.020 -1.327
O -0.143 5.025 1.185
C -1.329 5.749 1.097
C 1.012 2.789 1.566
C 0.576 1.740 -0.801
C -0.212 -0.604 -1.562
C 0.483 -6.914 -0.689
C 0.322 -4.627 0.000
C 1.176 -2.624 -1.260
C 1.517 -5.105 -1.998
C -1.783 2.742 3.218
C 0.110 -5.984 0.202
C 1.516 2.488 0.112
C 0.064 0.289 -0.370
C -0.310 3.644 1.558
C 1.007 -4.110 -1.118
C 1.370 -6.487 -1.675
C -1.704 -0.527 -2.093
H 1.210 1.619 -1.767
H -1.132 6.547 0.344
H -1.511 6.278 2.044
H 0.825 -0.155 0.277
H -0.372 -6.186 1.053
H 2.438 2.023 0.092
H 0.279 -7.979 -0.690
H -0.254 2.464 -1.103
H -1.234 -0.696 0.819
H -1.795 0.451 -2.611
H -1.027 3.159 0.936
H -2.255 5.175 0.802
H -1.470 1.696 3.174
H 0.457 -0.267 -2.309
H 2.124 -4.664 -2.843
H 0.724 1.868 2.147
H -2.040 -1.338 -2.650
H -2.364 -0.539 -1.245
H -2.617 2.909 2.556
H 1.752 -2.490 -2.260
H 0.045 -3.921 0.831
H 1.752 3.350 2.194
H -2.135 2.930 4.238
H 1.913 -7.268 -2.208
H 1.141 4.348 -0.406
H 1.761 -2.344 -0.374
```


(10)
A molecular structure, C30H32ClN3PtSSi2 in a non-equilibrium geometry, computed with ωB97M-V/def2-TZVPD.

The orbital gap (spin up / spin down) is 6.021 / 2.564 eV. The calculation puts the highest occupied orbital energy (spin up / spin down) at -12.33 / -12.33 eV. The multiplicity is 5. The energy above the lowest of the compared OMol25 structures with the same formula, charge and spin comes out at 0.0 kJ/mol. The charge is +2.

Geometry as XYZ:
```
70
C30H32ClN3PtSSi2 (ωB97M-V/def2-TZVPD)
Pt 2.806 1.576 1.284
Cl -0.544 2.135 0.819
S 3.481 2.286 3.433
Si 0.858 0.598 0.637
Si -3.665 0.283 -0.634
N 2.944 3.666 0.934
N 4.958 4.502 3.736
N 4.014 4.286 1.685
C 1.790 0.560 -3.417
C 5.513 2.358 -0.348
C -4.330 -2.926 1.818
C 5.459 2.152 1.039
C 4.812 1.328 -1.011
C -4.362 -1.720 -2.627
C -4.083 -1.311 -5.007
C 4.809 0.866 1.282
C -0.891 -2.328 3.020
C -4.326 -2.196 -3.945
C -4.576 -0.900 0.485
C 0.199 -3.177 3.266
C -0.710 -1.140 2.309
C -4.039 -0.374 -2.347
C -3.782 -1.943 0.996
C 1.667 -1.634 2.148
C 1.769 -0.803 -3.751
C 1.441 0.959 -2.125
C -5.954 -0.891 0.754
C -3.940 0.058 -4.743
C 1.068 -1.347 -1.493
C 4.154 3.774 2.957
C -6.505 -1.875 1.596
C 4.343 0.387 -0.042
C 0.569 -0.829 1.819
C 1.481 -2.838 2.830
C 1.422 -1.756 -2.788
C -3.942 0.526 -3.421
C -5.692 -2.870 2.154
C 1.091 0.011 -1.152
H 2.002 -1.112 -4.775
H -1.544 -0.457 2.130
H 6.035 2.693 1.796
H -3.925 1.744 -0.394
H 6.056 3.184 -0.825
H 2.094 4.165 1.194
H 2.678 -1.316 1.884
H -4.510 -3.255 -4.149
H -7.582 -1.864 1.816
H 1.499 2.016 -1.854
H -4.644 -2.399 -1.817
H -4.038 -1.684 -6.035
H 2.340 -3.492 3.016
H -3.693 -3.730 2.188
H 1.436 -2.822 -3.033
H 4.930 0.226 2.162
H 0.818 -2.090 -0.733
H 4.966 5.513 3.648
H 5.126 4.149 4.672
H -3.869 1.597 -3.206
H 4.003 5.302 1.625
H 4.684 1.252 -2.099
H -6.109 -3.612 2.842
H -2.213 0.073 -0.395
H -2.720 -1.987 0.735
H 3.096 3.842 -0.060
H 2.097 1.313 -4.154
H 0.043 -4.119 3.798
H -3.841 0.765 -5.571
H -6.602 -0.137 0.300
H 3.968 -0.621 -0.232
H -1.891 -2.593 3.378
```


Calculated E, -10439.8532; -31136.7088; -140729.2743; -36852.8828; -47522.4826; -95824.7428; -91212.0312; -51615.5564; -27247.7277; -78440.5853 eV (same order as the records).